Molecular formula: C8H15N3O
Method: DFT, ωB97M-V/def2-TZVPD

Each line ends with the natural charge from an NBO analysis.
Cartesian coordinates (Å):
C1 1.987962 -0.005421 -2.662138  -0.660
C2 1.027223 -1.109417 -2.298657  0.033
C3 0.982454 -2.281038 -2.925090  -0.418
C4 0.277361 -0.924597 -1.007927  -0.466
C5 1.250943 -1.115600 0.182059  -0.062
C6 -1.883685 1.554599 1.889089  0.438
C7 -1.853589 0.202792 1.808142  -0.542
C8 -1.624655 -0.586508 2.967949  0.261
H1 1.443154 0.916318 -2.890365  0.208
H2 2.628774 -0.297183 -3.498193  0.215
H3 2.652428 0.226036 -1.809899  0.248
H4 1.595347 -2.481598 -3.802315  0.198
H5 0.309278 -3.064385 -2.578138  0.194
H6 -0.179152 0.082063 -0.968765  0.186
H7 -0.532128 -1.657443 -0.918436  0.218
H8 1.962013 -1.925051 -0.025311  0.192
H9 0.685716 -1.405190 1.090289  0.175
H10 1.492274 0.789920 0.525135  0.460
H11 -1.971244 1.950553 -0.089660  0.390
H12 -1.662636 3.288672 0.874983  0.390
H13 -1.450514 1.649983 3.852695  0.407
H14 -2.310050 2.988448 3.250825  0.390
H15 -1.727431 -0.295266 0.841492  0.239
N1 -2.101126 2.384032 0.812455  -0.798
N2 -1.641856 2.252448 3.052728  -0.814
N3 -1.433455 -1.175133 3.947355  -0.363
O1 2.076594 0.037968 0.379699  -0.718

Cartesian forces, eV/Å:
0.27 -0.10 0.17
0.41 -0.17 0.20
-0.14 0.08 -0.25
0.22 -0.08 0.19
-0.14 0.15 0.04
0.29 0.45 0.12
0.62 -0.57 -0.54
-0.05 -0.03 0.49
0.09 -0.04 -0.13
-0.24 0.14 -0.07
-0.38 -0.15 -0.34
-0.13 0.00 0.17
0.16 0.10 -0.15
0.16 -0.24 0.15
0.09 0.05 -0.08
-0.31 0.11 -0.07
0.28 0.37 -0.22
0.05 0.00 0.12
-0.22 0.04 0.01
0.06 -0.01 0.07
-0.21 0.32 -0.22
0.18 -0.09 0.02
-0.36 0.26 0.38
-0.02 -0.29 -0.30
-0.18 -0.34 0.48
-0.09 0.27 -0.54
-0.37 -0.23 0.30

Values from the calculation:
Kohn-Sham gap	0.33753	hartree
E_HOMO	-8.81	eV
DFT total energy	-553.298551	Eh
SMILES	N#CC=C(N)N.C=C(C)CCO
ΔE to the lowest compared entry with this formula, charge and spin	36.9	kJ/mol
LUMO energy	0.38	eV